{
  "formula": "C21H41BN2O6PS",
  "method": "ωB97M-V with the def2-TZVPD basis set",
  "fmax_ha_per_bohr": 0.13705,
  "orbital_gap_ev": 4.757,
  "e_homo_ev": -9.9,
  "lumo_ev": -5.2,
  "molar_mass_g_mol": 491.4,
  "total_energy_ha": -2149.5497,
  "charge": 1,
  "species": ["C", "C", "C", "C", "C", "C", "C", "C", "C", "N", "P", "O", "O", "O", "C", "S", "B", "C", "O", "C", "C", "C", "O", "O", "C", "C", "C", "H", "H", "H", "H", "H", "H", "H", "H", "H", "H", "H", "H", "H", "H", "H", "H", "H", "H", "H", "H", "H", "H", "H", "H", "H", "H", "H", "H", "H", "H", "H", "H", "H", "H", "H", "H", "N", "C", "C", "C", "C", "H", "H", "H", "H", "H"],
  "coordinates": [[-0.21018, 1.13927, 5.04092], [-0.51305, -0.32178, 4.34602], [0.74737, -0.83916, 3.40073], [0.38068, -0.78326, 1.76339], [1.51791, 0.04988, 0.88221], [2.88986, -0.75435, 1.15686], [2.84036, -2.38124, 1.31962], [2.17261, -3.22990, 0.10305], [1.23660, 1.52500, 1.64128], [0.23718, 2.21600, 0.93897], [-0.15155, 3.74398, 1.77074], [0.25427, 3.80384, 3.29677], [0.57633, 5.17153, 1.02007], [-1.92364, 3.87430, 1.74851], [-0.23330, 1.58410, -0.34673], [-0.47539, 3.16798, -1.40081], [-1.72003, 0.98368, -0.58347], [-2.23861, -0.59711, -0.38219], [-2.87093, 1.87471, -0.98397], [1.14002, 0.65669, -0.62463], [2.13058, 1.76900, -1.30919], [3.73040, 1.37041, -1.46023], [4.34491, 2.53111, -2.19115], [0.61740, -0.21940, -1.66293], [1.58548, -1.02991, -2.36966], [1.93554, -0.58364, -3.90830], [3.25545, -1.47660, -4.41277], [-1.00572, 1.97470, 4.74424], [-0.14040, 1.04741, 6.20598], [0.86255, 1.47982, 4.64305], [-0.57703, -1.09871, 5.25041], [-1.55552, -0.36469, 3.81790], [1.73934, -0.29605, 3.67350], [0.83811, -2.00702, 3.63311], [0.10808, -1.82952, 1.32455], [-0.65521, -0.19237, 1.84312], [3.77668, -0.58656, 0.40104], [3.32465, -0.34597, 2.19405], [2.39010, -2.78240, 2.32186], [3.98778, -2.71987, 1.35094], [1.14551, -2.84328, -0.29834], [2.10780, -4.39058, 0.37188], [2.92513, -3.17698, -0.82208], [1.79391, 1.80857, 2.62862], [0.40188, 5.95732, 1.64905], [-2.22443, 3.91263, 2.72124], [-1.41074, 4.02018, -0.80329], [-2.96754, -0.79584, -1.30447], [-1.34914, -1.36436, -0.36342], [-2.91375, -0.61499, 0.57579], [-3.20194, 2.34505, -0.14105], [2.21443, 2.79091, -0.69508], [1.82899, 1.95856, -2.45009], [3.93943, 0.44605, -2.14119], [4.30757, 1.35208, -0.42304], [3.63512, 3.17232, -2.48581], [2.53766, -1.14798, -1.70008], [1.12314, -2.12872, -2.45451], [1.04441, -0.95113, -4.58707], [2.22554, 0.53913, -4.05212], [3.01284, -2.63091, -4.47207], [4.18471, -1.34769, -3.70927], [3.54015, -1.15968, -5.52618], [-6.01625, -1.02673, -1.53811], [-6.78243, -1.48523, -2.57796], [-6.79071, -2.86125, -2.52614], [-6.00674, -3.24599, -1.41232], [-5.54330, -2.09326, -0.81871], [-5.82978, -0.05368, -1.33309], [-7.25358, -0.79500, -3.26485], [-7.30673, -3.51706, -3.21533], [-5.80278, -4.25525, -1.07874], [-4.91806, -1.94109, 0.05094]],
  "atomic_forces_ev_per_a": [[0.3853, 0.1942, -0.6107], [0.5666, -0.4533, 1.3617], [-1.0015, -1.7031, -0.1988], [-1.7995, 1.0220, 0.8846], [-1.2624, 1.4127, 0.9764], [1.8417, 0.1460, 0.9319], [0.4594, -1.1306, -0.0190], [1.0725, -0.4586, -0.9962], [-0.8479, -1.2564, -2.4922], [2.9817, -1.3233, 4.1741], [-1.2191, 4.4920, 5.2918], [-0.9977, -1.0546, -5.5574], [-2.2479, -2.4675, 1.6402], [3.2101, -0.5397, 0.5905], [0.9040, 1.7486, 0.5182], [1.3083, 0.6592, -0.8784], [-3.8669, -1.3319, 0.4153], [0.3208, 0.6095, -1.1008], [1.8322, -0.9568, 3.2256], [-2.0741, 1.2748, -2.1280], [2.5707, -0.3613, -0.0057], [0.1510, 1.4175, -0.3707], [-1.7039, -0.5397, 0.5186], [1.2596, 0.2972, 1.1371], [0.9455, -1.8109, -0.7802], [0.8172, -1.3419, -0.0474], [-0.2756, -0.1776, -0.5371], [1.8675, -1.8906, 0.7262], [-0.2257, 0.2240, -2.3255], [-2.4067, -0.4198, 1.0564], [0.0510, 1.6288, -2.1043], [2.0795, 0.1051, 0.7392], [-1.8244, -1.0654, -0.4113], [0.1974, 2.7108, -0.3953], [0.9100, 2.0145, 0.7993], [2.2254, -1.1922, -0.8536], [-2.1544, 0.1080, 1.2139], [-0.9142, -0.8481, -2.2510], [0.7299, 1.2186, -1.8089], [-2.5314, 0.8648, 0.0007], [1.8417, -0.7364, 1.0247], [-0.0031, 2.6956, -0.4176], [-1.6970, -0.1361, 1.9138], [-1.5710, 0.1753, -1.9528], [0.2856, -1.8433, -0.9663], [0.9989, -0.0636, -1.8312], [0.4329, -1.5845, 0.0070], [1.5886, 0.1853, 2.0191], [-2.0870, 1.3650, 0.0915], [1.3371, -0.1091, -1.6389], [0.6551, -0.8084, -1.9023], [-0.5985, -2.2721, -1.3951], [0.0915, -0.3929, 2.8144], [-0.4899, 1.5268, 1.5927], [-1.3678, -0.2778, -2.1942], [1.1178, -1.2163, 0.5584], [-1.6205, 0.3178, -1.4376], [0.9381, 2.4512, 0.2134], [1.6989, 1.2768, 1.3468], [-0.8849, -2.0736, 0.3456], [0.3467, 2.3638, 0.2824], [-1.7790, -0.0970, -1.3788], [-0.5552, -0.5669, 2.5812], [0.0012, 0.0762, 0.0187], [-0.0268, -0.0730, -0.1067], [-0.1466, 0.3233, -0.2188], [0.2422, 0.1002, 0.3184], [0.0528, -0.1329, 0.0419], [-0.0971, -0.3710, -0.0973], [0.0719, -0.1545, 0.1049], [0.0824, 0.1351, 0.1232], [-0.0422, 0.1819, -0.0407], [-0.1511, -0.0903, -0.1492]]
}